A structure of composition C10H26N2O3Rb. Source: OMol25; level of theory: wB97M-V/def2-TZVPD.

```
! wB97M-V def2-TZVPD RIJCOSX def2/J DEFGRID3
* xyz 2 2
Rb 0.2385 -1.5936 1.6878
C -0.5175 -3.4144 -1.6238
C 0.5991 -2.4096 -2.0441
C 0.6481 -2.1391 -3.5975
O 1.7997 -1.3063 -3.9465
C 1.9633 -1.1238 -5.3554
N 0.4880 -1.1974 -1.2425
H -0.2094 -3.8897 -0.6926
H -0.7403 -4.1107 -2.4323
H -1.4292 -2.8495 -1.4296
H 1.5686 -2.8508 -1.8133
H -0.3388 -1.7441 -3.8386
H 0.6218 -3.0574 -4.1841
H 2.1080 -2.0704 -5.8763
H 2.7864 -0.4304 -5.5278
H 1.0767 -0.6485 -5.7752
H -0.1350 -0.5108 -1.6430
H 1.2941 -0.6916 -1.5810
C 2.4116 3.5652 2.1350
O 2.5008 2.2741 1.5030
C 1.5750 2.0216 0.4588
C 0.0697 1.9692 0.9264
N -0.0455 1.2931 2.2136
C -1.3650 1.4181 2.8124
C -2.4695 0.6019 2.1264
O -2.4894 -0.7915 2.5666
C -3.2947 -0.9024 3.7259
H 1.4652 3.7292 2.6504
H 2.3767 4.3698 1.4004
H 3.2687 3.8280 2.7549
H 1.7893 1.0953 -0.0743
H 1.6178 2.8651 -0.2302
H -0.4597 1.5636 0.0643
H -0.1933 3.0147 1.0870
H 0.6369 1.7399 2.8093
H -1.5902 2.4838 2.8553
H -1.2997 1.1752 3.8730
H -2.1861 0.6128 1.0739
H -3.4861 0.9922 2.0776
H -3.2044 -1.9309 4.0753
H -4.3304 -0.7026 3.4512
H -3.1199 -0.2475 4.5795
*
```

Summary:
- expectation value of S² = 0.754
- HOMO-LUMO gap (spin up / spin down) (eV) = 9.027 / 2.466
- energy (eV) = -20550.39254
- LUMO energy (spin up / spin down) (eV) = -5.634 / -12.194
- HOMO energy (spin up / spin down) (eV) = -14.661 / -14.660